The following is a DFT calculation (ωB97M-V with the def2-TZVPD basis set) of C17H32CaCl2KN3NaO12PS as an isolated structure.

Each line ends with the Löwdin charge.
Element x y z (Å)
N1 2.3934 -0.9736 0.7650  -0.314
P1 1.2425 -2.1100 0.6243  0.774
C1 -0.4531 -1.3519 0.2323  -0.281
C2 -1.3509 -2.1527 -0.5783  -0.461
S1 -0.9626 -3.8482 -1.1891  0.777
C3 -2.7777 -1.5302 -0.9748  -0.291
O1 -3.2495 -1.8192 -2.1011  0.068
C4 -3.4521 -0.5652 0.0929  -0.112
C5 -5.0486 -0.5468 0.1411  -0.077
C6 -5.5729 -1.6936 1.1391  -0.170
O2 -6.6231 -2.3441 0.8987  0.040
C7 -2.5897 0.2292 0.9171  0.044
C8 -1.0059 0.0910 0.6849  -0.287
O3 -0.3131 1.1842 0.8433  -0.307
H1 1.9759 -0.0394 0.6406  -0.136
H2 1.6167 -2.9393 -0.4863  0.030
H3 1.2147 -2.9032 1.8538  -0.051
H4 -1.7295 -4.6779 -0.3441  -0.095
H5 -5.4445 0.4964 0.3796  0.133
H6 -5.4689 -0.8160 -0.9000  0.141
H7 -4.9336 -1.9373 2.0583  0.130
H8 -3.0267 0.9591 1.6920  0.137
O4 -9.3512 -4.2987 0.8513  -0.162
H9 -8.4837 -3.9686 0.6302  -0.101
C9 3.3831 5.3422 -2.7676  -0.169
O5 4.6234 4.7329 -3.0605  -0.170
C10 5.6274 4.9417 -2.0580  -0.178
C11 5.9081 3.6567 -1.2743  -0.190
N2 4.7929 3.2974 -0.3945  -0.057
C12 4.8732 1.9348 0.1429  -0.189
C13 4.9070 0.7665 -0.8548  -0.206
O6 3.6832 0.5674 -1.5617  -0.201
C14 3.4923 1.4278 -2.6718  -0.090
H10 2.7810 5.3247 -3.6746  0.048
H11 2.8418 4.7826 -1.9941  0.025
H12 3.5108 6.3831 -2.4538  0.086
H13 5.3774 5.7769 -1.3928  0.126
H14 6.5400 5.2148 -2.5950  0.132
H15 6.8073 3.7965 -0.6680  0.133
H16 6.1070 2.8686 -2.0058  0.105
H17 3.9220 3.3786 -0.9094  0.055
H18 3.9984 1.7982 0.7882  0.065
H19 5.7511 1.8717 0.7947  0.129
H20 5.0571 -0.1466 -0.2704  0.118
H21 5.7473 0.8183 -1.5525  0.119
H22 4.4273 1.6606 -3.1843  0.096
H23 2.9860 2.3426 -2.3548  0.059
H24 2.8308 0.9193 -3.3789  0.096
C15 -3.4537 -7.9162 -1.6209  0.061
N3 -2.8725 -6.9867 -0.6170  -0.440
O7 -1.8171 -7.3092 -0.0951  0.058
O8 -3.4964 -5.9615 -0.3857  0.026
H25 -2.7963 -8.7776 -1.7231  0.102
H26 -4.4349 -8.2202 -1.2576  0.112
H27 -3.5308 -7.3751 -2.5633  0.109
K1 1.5602 1.4353 1.9568  0.848
C16 -9.9470 -4.0861 4.0413  -0.936
O9 -11.0579 -3.8456 3.5889  0.254
O10 -9.5901 -5.1779 4.5246  0.287
O11 -9.0022 -3.2745 4.0952  0.264
O12 0.7212 6.1948 -3.7670  -0.100
H28 1.0606 6.4496 -4.6690  0.161
H29 -0.1273 5.6555 -3.8303  0.011
H30 0.5975 7.0064 -3.1741  -0.069
C17 2.2940 0.4973 7.1994  -1.005
Cl1 0.8903 0.7659 6.1536  0.483
Cl2 3.7335 1.2869 6.5484  0.528
H31 2.0816 0.9048 8.1867  0.041
H32 2.4802 -0.5729 7.2740  0.032
Na1 0.2061 -2.5306 3.2221  0.698
Ca1 -0.0809 5.9364 -1.6067  1.106

Properties
Frontier orbital gap = 0.0623 Eh
Electronic energy = -131497.667 eV
Charge = +2

***

The following is a DFT calculation (ωB97M-V with the def2-TZVPD basis set) of a 2-piece molecular cluster, C2H4ClNO2 overall.

Each line ends with the Löwdin charge.
Element x y z (Å)
C1 -0.4767 -0.9571 0.0339  -0.580
C2 -0.0235 0.4165 -0.2747  -0.219
N1 -0.6549 1.3247 0.4203  0.194
O1 0.2703 -1.9068 -0.5054  0.103
O2 -1.4502 -1.1693 0.6874  0.153
Cl1 2.3474 -0.1060 0.2361  0.040
H1 0.3315 0.6128 -1.2041  0.081
H2 -0.5295 2.2898 0.1017  0.159
H3 -0.8469 0.9786 1.3047  0.109
H4 1.0325 -1.4832 -0.8000  -0.040

Properties
Frontier orbital gap = 0.3269 Eh
Electronic energy = -20245.742 eV
Charge = 0
ΔE to the lowest compared entry with this formula, charge and spin = 0.4809 eV

***

The following is a DFT calculation (ωB97M-V with the def2-TZVPD basis set) of a 2-piece molecular cluster, C4H12ClNSi overall.

Each line ends with the Löwdin charge.
Element x y z (Å)
C1 -2.1008 -0.4218 1.1399  -0.168
C2 -1.3705 0.7517 -1.1189  -0.191
C3 1.8275 -1.4624 -0.6358  -0.247
C4 -1.4495 0.7013 0.3629  -0.305
N1 2.2690 -0.1271 -0.4731  -0.300
Si1 1.5881 0.6910 0.8196  0.156
Cl1 1.8432 2.6570 0.7603  0.276
H1 -2.0986 -0.1650 2.1916  0.057
H2 -3.1042 -0.3846 0.8164  0.047
H3 -1.5136 -1.3902 0.9377  0.089
H4 -2.3905 0.6573 -1.6396  0.097
H5 -0.8785 -0.0787 -1.6510  0.063
H6 -0.8443 1.6387 -1.3279  0.038
H7 0.8092 -1.4803 -0.1550  0.043
H8 1.6403 -1.6921 -1.6962  0.070
H9 2.6397 -2.3082 -0.2406  0.127
H10 -1.6302 1.7238 0.9959  0.123
H11 2.8204 0.3875 -1.2231  0.117
H12 1.9433 0.3019 2.1369  -0.091

Properties
Frontier orbital gap (spin up / spin down) = 0.2712 / 0.2796 Eh
Electronic energy = -26230.537 eV
Charge = 0
ΔE to the lowest compared entry with this formula, charge and spin = 4.7805 eV

***

The following is a DFT calculation (ωB97M-V with the def2-TZVPD basis set) of C11H34N2O5 as an isolated structure.

Each line ends with the Löwdin charge.
Element x y z (Å)
C1 -0.4739 -2.3567 -0.1895  -0.112
O1 -0.4895 -1.5011 -1.2998  -0.222
H1 -1.4194 -2.8736 -0.0251  0.116
H2 0.3994 -2.9818 -0.3752  0.097
H3 -0.2748 -1.7873 0.7184  -0.015
H4 0.4517 -1.3892 -1.4520  -0.110
C2 0.3683 -4.5086 2.0351  -0.082
O2 0.4993 -3.0828 1.9913  -0.263
H5 0.8098 -4.7794 1.0760  0.084
H6 0.8491 -4.8531 2.9507  0.086
H7 -0.6966 -4.7336 2.0933  0.085
H8 0.8044 -2.7229 2.8274  0.084
C3 1.5345 -1.5883 -3.0293  -0.039
O3 1.6773 -1.5783 -1.5862  -0.113
H9 0.5404 -1.1940 -3.2403  0.080
H10 2.1660 -0.7966 -3.4326  0.092
H11 1.7857 -2.5855 -3.3906  0.105
H12 2.6164 -1.7037 -1.4314  0.138
C4 -2.2704 0.9423 -0.6116  -0.044
C5 -1.6926 0.9103 -2.0573  -0.344
C6 -0.1129 0.9241 -2.2185  -0.142
O4 0.5467 2.0475 -1.5686  -0.210
C7 1.9457 1.8267 -1.3430  -0.112
N1 -2.1471 -0.3687 -2.6063  0.019
H13 -1.9610 1.8810 -0.1520  0.052
H14 -1.8441 0.0898 -0.0829  0.062
H15 -3.3452 0.7716 -0.5502  0.080
H16 -2.1110 1.7998 -2.5285  0.119
H17 0.2901 0.8761 -3.2302  0.123
H18 0.0845 -0.0021 -1.6789  0.062
H19 2.5757 1.6367 -2.2119  0.083
H20 2.0636 1.0576 -0.5797  0.074
H21 2.4306 2.7129 -0.9335  0.087
H22 -1.5397 -1.0917 -2.2479  -0.009
H23 -3.0891 -0.5911 -2.3178  0.061
C8 0.1760 4.0221 1.4039  -0.052
C9 -0.5585 2.7670 1.8985  -0.430
C10 0.2281 1.5384 1.4540  -0.145
O5 -0.5454 0.2918 1.5682  -0.165
C11 0.2214 -0.8435 1.8641  -0.208
N2 -0.6197 2.8384 3.3489  0.036
H24 0.3473 4.0017 0.3276  0.071
H25 1.0962 4.2808 1.9278  0.080
H26 -0.5164 4.8266 1.6518  0.072
H27 -1.5552 2.7737 1.4574  0.117
H28 1.1706 1.4178 1.9880  0.129
H29 0.4834 1.5643 0.3946  0.075
H30 0.9583 -0.6385 2.6407  0.105
H31 0.8744 -1.2554 1.0946  0.094
H32 -0.4410 -1.5911 2.3003  0.115
H33 -1.0137 2.0248 3.7994  0.069
H34 -1.2780 3.5750 3.5592  0.068

Properties
Frontier orbital gap = 0.2839 Eh
Electronic energy = -25167.339 eV
Charge = 0
ΔE to the lowest compared entry with this formula, charge and spin = 6.7033 eV